6 unconnected molecules or ions with the total composition H12O6, computed with ωB97M-V/def2-TZVPD.

XYZ file:
```
18
H12O6 ωB97M-V/def2-TZVPD
H -1.421 -0.821 -0.775
O 1.845 -0.111 -0.903
H -0.819 0.806 -2.822
H -0.117 -0.200 1.981
O -1.769 -1.409 -0.113
H 1.665 -1.861 1.815
H -0.503 1.245 -1.328
O -0.914 0.333 1.996
H 1.307 0.653 -0.639
H 0.424 2.671 0.461
H -0.362 1.406 0.747
H -0.958 -1.813 0.219
O 0.956 -1.597 1.175
O 0.024 1.939 0.002
O -0.635 0.499 -1.933
H -1.483 -0.228 1.441
H 1.382 -0.438 -1.746
H 1.376 -1.074 0.422
```

Properties
SMILES: O.O.O.O.O.O
Energy: -12480.798 eV
Orbital gap: 11.63 eV
Spin multiplicity: 1
E_HOMO: -0.411 hartree
LUMO level: 0.0164 Ha

Electronic structure analysis, Mulliken charges in units of e:
1 H 0.40
2 O -0.77
3 H 0.26
4 H 0.40
5 O -0.73
6 H 0.30
7 H 0.44
8 O -0.81
9 H 0.43
10 H 0.29
11 H 0.41
12 H 0.36
13 O -0.75
14 O -0.76
15 O -0.72
16 H 0.42
17 H 0.36
18 H 0.45

---

6 unconnected molecules or ions with the total composition H12O6, computed with ωB97M-V/def2-TZVPD.

XYZ file:
```
18
H12O6 ωB97M-V/def2-TZVPD
H -3.504 0.078 0.992
O -1.155 1.665 1.529
H -0.357 1.135 1.528
H -0.350 1.253 -0.798
O 0.849 -0.550 1.906
H 1.974 -1.853 -0.818
O 2.481 1.504 -1.852
H 0.159 -1.102 2.275
H -1.768 1.175 0.982
O -0.006 0.634 -1.442
H -2.736 -0.969 0.213
H 2.407 2.273 -2.418
H 1.582 1.186 -1.761
H -0.293 -0.223 -1.126
O -2.759 -0.031 0.401
O 1.138 -2.092 -0.418
H 1.165 -1.037 1.145
H 1.174 -3.045 -0.339
```

Properties
SMILES: O.O.O.O.O.O
Energy: -12479.976 eV
Orbital gap: 10.51 eV
Spin multiplicity: 1
E_HOMO: -0.388 hartree
LUMO level: -0.0019 Ha

Electronic structure analysis, Mulliken charges in units of e:
1 H 0.30
2 O -0.68
3 H 0.34
4 H 0.35
5 O -0.65
6 H 0.35
7 O -0.65
8 H 0.30
9 H 0.36
10 O -0.72
11 H 0.29
12 H 0.31
13 H 0.44
14 H 0.28
15 O -0.62
16 O -0.66
17 H 0.39
18 H 0.28

---

6 unconnected molecules or ions with the total composition H12O6, computed with ωB97M-V/def2-TZVPD.

XYZ file:
```
18
H12O6 ωB97M-V/def2-TZVPD
O -0.038 0.080 0.694
H 1.792 -1.412 2.771
H 0.906 1.450 -1.140
H 2.995 0.648 -0.749
H 1.628 -2.824 2.086
H -3.122 1.205 -2.293
H 2.894 -0.346 0.395
O 1.855 -1.914 1.971
O -2.870 -0.213 0.510
H 0.622 0.030 -1.102
H -3.336 -0.695 -0.171
H -1.659 1.241 -1.872
O 0.944 0.690 -1.754
H 0.403 -0.416 1.399
O -2.571 1.431 -1.575
O 3.313 0.480 0.148
H -2.755 0.658 0.113
H -1.001 -0.091 0.570
```

Properties
SMILES: O.O.O.O.O.O
Energy: -12480.005 eV
Orbital gap: 11.13 eV
Spin multiplicity: 1
E_HOMO: -0.395 hartree
LUMO level: 0.0146 Ha

Electronic structure analysis, Mulliken charges in units of e:
1 O -0.69
2 H 0.34
3 H 0.33
4 H 0.33
5 H 0.29
6 H 0.30
7 H 0.30
8 O -0.63
9 O -0.71
10 H 0.39
11 H 0.30
12 H 0.35
13 O -0.69
14 H 0.32
15 O -0.68
16 O -0.64
17 H 0.40
18 H 0.37

---

6 unconnected molecules or ions with the total composition H12O6, computed with ωB97M-V/def2-TZVPD.

XYZ file:
```
18
H12O6 ωB97M-V/def2-TZVPD
O -2.069 -1.282 1.754
O -2.509 1.493 1.925
H -2.833 1.916 2.743
H -0.967 1.575 0.528
H -2.266 -2.123 2.099
H -1.320 -1.171 1.085
H 3.540 -1.673 -2.169
O 2.307 1.324 -1.596
H -2.241 0.574 2.207
H -0.719 -1.718 -0.701
H 2.913 2.066 -1.400
H -0.633 0.772 -0.629
H 0.659 -1.080 -0.367
O 2.573 -1.546 -2.189
H 2.588 -0.616 -1.872
H 1.374 1.486 -1.347
O -0.140 -1.490 0.055
O -0.257 1.492 -0.129
```

Properties
SMILES: O.O.O.O.O.O
Energy: -12479.883 eV
Orbital gap: 11.78 eV
Spin multiplicity: 1
E_HOMO: -0.414 hartree
LUMO level: 0.0189 Ha

Electronic structure analysis, Mulliken charges in units of e:
1 O -0.69
2 O -0.68
3 H 0.31
4 H 0.32
5 H 0.27
6 H 0.45
7 H 0.33
8 O -0.68
9 H 0.38
10 H 0.35
11 H 0.30
12 H 0.31
13 H 0.29
14 O -0.62
15 H 0.34
16 H 0.38
17 O -0.72
18 O -0.67

---

6 unconnected molecules or ions with the total composition H12O6, computed with ωB97M-V/def2-TZVPD.

XYZ file:
```
18
H12O6 ωB97M-V/def2-TZVPD
O -1.413 3.660 0.570
H -0.743 2.952 0.689
O 0.642 -1.754 0.291
H 2.023 -1.091 2.051
H -1.179 0.165 0.087
H -4.273 -2.017 -1.262
O -3.535 -1.438 -1.206
H 1.517 -1.835 0.204
H -1.604 4.034 1.433
O 1.078 -1.265 2.364
H 3.318 0.804 -1.813
O 4.180 0.452 -1.636
H 4.677 1.190 -1.104
H 0.229 -2.616 0.126
H -0.954 0.648 -1.295
H 0.583 -0.858 1.702
H -3.652 -0.906 -0.411
O -0.894 -0.126 -0.788
```

Properties
SMILES: O.O.O.O.O.O
Energy: -12477.529 eV
Orbital gap: 9.84 eV
Spin multiplicity: 1
E_HOMO: -0.355 hartree
LUMO level: 0.0062 Ha

Electronic structure analysis, Mulliken charges in units of e:
1 O -0.64
2 H 0.32
3 O -0.58
4 H 0.29
5 H 0.28
6 H 0.28
7 O -0.57
8 H 0.29
9 H 0.32
10 O -0.64
11 H 0.32
12 O -0.65
13 H 0.33
14 H 0.28
15 H 0.27
16 H 0.36
17 H 0.31
18 O -0.58

---

A molecular structure, H12O6, computed with ωB97M-V/def2-TZVPD.

XYZ file:
```
18
H12O6 ωB97M-V/def2-TZVPD
H 27.339 -24.014 -6.514
H 30.158 -25.083 -6.505
H 28.298 -21.625 -5.441
O 27.079 -23.487 -7.270
O 28.306 -23.476 -9.131
O 29.187 -19.762 -6.615
H 28.512 -20.238 -6.130
H 29.107 -21.909 -8.682
O 29.294 -21.589 -7.799
O 27.622 -20.950 -5.493
H 28.829 -24.249 -8.922
H 29.426 -20.349 -7.331
H 28.164 -23.529 -10.076
H 30.658 -23.661 -6.373
H 29.145 -22.346 -7.233
H 27.428 -20.733 -4.581
H 27.794 -23.596 -7.896
O 30.642 -24.404 -6.975
```

Properties
Energy: -12476.432 eV
Orbital gap: 8.26 eV
Spin multiplicity: 1
E_HOMO: -0.313 hartree
LUMO level: -0.0093 Ha

Electronic structure analysis, Mulliken charges in units of e:
1 H 0.26
2 H 0.33
3 H 0.28
4 O -0.61
5 O -0.67
6 O -0.91
7 H 0.43
8 H 0.32
9 O -0.56
10 O -0.58
11 H 0.33
12 H 0.45
13 H 0.29
14 H 0.31
15 H 0.27
16 H 0.33
17 H 0.36
18 O -0.63

---

Repeat the third record exactly.
6 unconnected molecules or ions with the total composition H12O6, computed with ωB97M-V/def2-TZVPD.

XYZ file:
```
18
H12O6 ωB97M-V/def2-TZVPD
O -0.038 0.080 0.694
H 1.792 -1.412 2.771
H 0.906 1.450 -1.140
H 2.995 0.648 -0.749
H 1.628 -2.824 2.086
H -3.122 1.205 -2.293
H 2.894 -0.346 0.395
O 1.855 -1.914 1.971
O -2.870 -0.213 0.510
H 0.622 0.030 -1.102
H -3.336 -0.695 -0.171
H -1.659 1.241 -1.872
O 0.944 0.690 -1.754
H 0.403 -0.416 1.399
O -2.571 1.431 -1.575
O 3.313 0.480 0.148
H -2.755 0.658 0.113
H -1.001 -0.091 0.570
```

Properties
SMILES: O.O.O.O.O.O
Energy: -12480.005 eV
Orbital gap: 11.13 eV
Spin multiplicity: 1
E_HOMO: -0.395 hartree
LUMO level: 0.0146 Ha

Electronic structure analysis, Mulliken charges in units of e:
1 O -0.69
2 H 0.34
3 H 0.33
4 H 0.33
5 H 0.29
6 H 0.30
7 H 0.30
8 O -0.63
9 O -0.71
10 H 0.39
11 H 0.30
12 H 0.35
13 O -0.69
14 H 0.32
15 O -0.68
16 O -0.64
17 H 0.40
18 H 0.37

---

- Number 3 is which compound?
  H12O6

---

- What is the E_HOMO in the third record?
  -0.395 hartree